--- w ---
{"formula": "C3H9NO3", "method": "ωB97M-V with the def2-TZVPD basis set", "spin_multiplicity": 1, "e_homo_ev": -8.1, "e_lumo_ev": -4.42, "species": ["C", "N", "C", "C", "O", "O", "H", "H", "H", "H", "H", "H", "H", "H", "H", "O"], "xyz": [[-0.02117, -1.38245, 0.68238], [-0.27106, -0.78006, -0.63706], [-1.58292, -0.16873, -0.93718], [-2.42095, 0.44958, 0.04214], [1.43341, 1.82661, -0.66107], [-2.19784, 0.62584, 1.25926], [-0.23890, -0.64852, 1.46338], [1.04835, -1.77380, 0.79279], [-0.71850, -2.24258, 0.90603], [0.45541, -0.14742, -0.80499], [-1.84133, -0.24803, -1.97872], [-3.37001, 0.82639, -0.38778], [3.60561, 0.14808, 0.20933], [1.39398, 2.63379, -0.03556], [2.03826, 1.02651, -0.14508], [2.68767, -0.14518, 0.23212]], "mulliken_charge": [-0.706, -0.034, -0.086, 0.064, -0.777, -0.399, 0.361, 0.246, 0.322, 0.290, 0.398, 0.313, 0.209, 0.278, 0.418, -0.898]}

***

--- x ---
{"formula": "C3H9NO3", "method": "ωB97M-V with the def2-TZVPD basis set", "spin_multiplicity": 1, "smiles": "C[C@@H](N)C(=O)O.O", "e_homo_ev": -10.0, "e_lumo_ev": 0.52, "species": ["C", "C", "N", "C", "O", "O", "H", "H", "H", "H", "H", "H", "H", "O", "H", "H"], "xyz": [[0.05798, -0.64550, -1.84747], [-0.76945, -0.63600, -0.49778], [-0.22748, -1.48911, 0.58612], [-0.91858, 0.85708, -0.07297], [-1.28296, 1.67533, -0.90488], [-0.88683, 1.01350, 1.30007], [-0.32472, 0.06524, -2.58995], [1.04184, -0.27681, -1.56075], [0.14879, -1.66605, -2.24768], [-1.80585, -0.96805, -0.78178], [0.12038, -2.34443, 0.23611], [0.62688, -1.05477, 0.98713], [-1.54310, 0.55232, 1.67075], [2.07657, 1.82598, 1.64488], [2.54317, 1.24250, 2.25288], [1.14336, 1.84876, 1.82529]], "mulliken_charge": [-1.224, 0.356, -0.625, 0.496, -0.517, -0.462, 0.330, 0.332, 0.332, 0.221, 0.273, 0.236, 0.265, -0.641, 0.306, 0.325]}

***

Most favorable structure: x. The second most favorable one is 0.2128 hartree above it.